# 1
Entry from OMol25: an isolated molecule of C19H17N3O4S (ωB97M-V/def2-TZVPD).

Last column: Löwdin charge in e.
Geometry (Å):
C -3.03 1.96 2.75  -0.01
N -1.94 2.20 1.75  -0.13
C -2.17 2.90 0.57  -0.11
C -1.01 3.07 -0.07  -0.07
C 0.00 2.36 0.72  -0.05
C -0.58 1.80 1.91  -0.24
S 0.33 0.67 2.98  0.70
O 1.68 1.29 3.01  -0.33
O -0.25 0.70 4.32  -0.32
C 0.37 -0.91 2.31  -0.21
C -0.98 -1.29 1.68  -0.21
C -1.99 -1.90 2.51  -0.01
C -3.33 -1.90 2.03  -0.07
C -3.56 -1.38 0.73  -0.10
C -2.56 -0.91 -0.10  -0.02
C -1.23 -0.97 0.35  -0.25
N -0.14 -0.51 -0.44  0.13
C 0.69 -1.37 -1.01  -0.05
C 1.67 -1.13 -2.10  -0.22
C 2.15 0.16 -2.27  -0.01
C 3.20 0.45 -3.17  0.03
C 3.90 -0.57 -3.91  -0.14
N 4.99 -0.29 -4.70  -0.33
O 5.44 0.83 -4.87  0.10
O 5.65 -1.31 -5.20  0.02
C 3.36 -1.92 -3.64  0.09
C 2.21 -2.20 -2.76  0.01
H -3.19 2.91 3.22  0.08
H -3.94 1.51 2.38  0.07
H -2.64 1.24 3.53  0.09
H -3.20 3.26 0.31  0.14
H -0.87 3.58 -0.99  0.09
H 0.95 2.06 0.50  0.05
H 1.17 -0.99 1.52  0.12
H 0.60 -1.59 3.16  0.13
H -1.82 -2.31 3.57  0.14
H -4.21 -2.19 2.55  0.09
H -4.56 -1.13 0.41  0.10
H -2.76 -0.41 -1.10  0.14
H 0.58 -2.38 -0.75  0.11
H 1.76 1.05 -1.69  0.13
H 3.57 1.48 -3.21  0.12
H 3.88 -2.74 -4.15  0.11
H 1.81 -3.14 -2.66  0.08

SMILES: Cn1cccc1S(=O)(=O)Cc1ccccc1/N=C/c1ccc([N+](=O)[O-])cc1
Maximum force (eV/Å): 7.19
HOMO-LUMO gap (hartree): 0.25757
Energy relative to the best compared isomer or geometry (same formula, charge and spin) (kJ/mol): 775.2
Calculated total energy (eV): -43467.214
HOMO energy (eV): -8.81



# 2
Entry from OMol25: an isolated molecule of C19H17N5O5 (ωB97M-V/def2-TZVPD).

Last column: Löwdin charge in e.
Geometry (Å):
C 2.59 -1.36 0.76  0.07
C 1.21 -2.15 0.60  -0.33
N 1.13 -2.92 1.44  0.28
N -0.40 -3.43 1.16  0.17
C -0.93 -4.57 1.61  -0.40
C -0.29 -5.47 2.23  -0.09
C -0.76 -6.60 2.97  0.00
C -2.29 -6.63 3.02  -0.04
C -3.00 -5.69 2.37  -0.04
C -2.20 -4.75 1.65  -0.01
C -0.80 -2.71 -0.07  -0.43
O -1.96 -2.63 -0.37  0.07
C 0.23 -1.91 -0.31  -0.08
C 0.07 -0.73 -1.25  -0.11
N 0.97 -0.12 -1.67  0.05
N 1.17 1.07 -2.38  0.09
C 0.29 2.13 -2.28  -0.44
O -0.86 1.92 -2.04  0.14
C 0.76 3.30 -3.23  0.04
O 0.12 4.38 -2.54  0.09
C 0.10 4.53 -1.36  -0.21
C -1.07 5.49 -1.11  0.18
C -1.77 5.65 0.35  0.15
C -0.91 4.87 1.38  -0.09
C -0.05 4.04 1.03  -0.14
C 0.59 3.97 -0.07  -0.19
N 1.59 3.08 -0.13  -0.26
O 2.56 3.43 -1.01  -0.03
O 1.85 1.98 0.43  0.05
H 2.96 -1.50 1.68  0.03
H 3.21 -1.52 -0.29  0.16
H 2.31 -0.38 0.70  0.00
H 1.30 -3.16 2.25  0.07
H 0.90 -5.44 2.49  0.15
H 0.00 -7.21 3.42  0.08
H -2.58 -7.52 3.46  0.07
H -3.86 -5.80 2.54  -0.01
H -3.08 -3.97 1.08  0.20
H -1.02 -0.37 -1.52  0.17
H 2.14 1.10 -2.78  0.17
H 0.62 3.35 -4.08  0.01
H 1.87 3.26 -3.35  0.15
H -1.43 5.93 -1.80  -0.03
H -2.17 6.44 0.56  -0.03
H -1.41 5.07 2.31  0.10
H 0.62 3.52 1.99  0.22

SMILES: Cc1[nH]n(-c2ccccc2)c(=O)c1/C=N/NC(=O)COc1ccccc1[N+](=O)[O-]
Maximum force (eV/Å): 18.02
HOMO-LUMO gap (hartree): 0.25718
Energy relative to the best compared isomer or geometry (same formula, charge and spin) (kJ/mol): 1487.8
Calculated total energy (eV): -37641.995
HOMO energy (eV): -8.19



# 3
Entry from OMol25: an isolated molecule of C19H17N5O6S (ωB97M-V/def2-TZVPD).

Last column: Löwdin charge in e.
Geometry (Å):
C 1.71 -1.20 2.59  0.11
O 1.99 0.32 2.02  -0.04
C 0.86 0.89 2.08  -0.37
C -0.37 0.40 2.55  0.14
C -1.64 1.35 2.09  0.11
C -1.51 2.56 1.48  -0.28
C -2.67 3.21 1.25  -0.38
O -2.93 4.45 1.67  0.00
N -3.41 2.56 0.32  0.10
C -3.23 1.45 -0.28  -0.23
C -3.90 0.14 -0.01  0.05
C -3.32 -1.01 -0.45  -0.09
C -2.06 -1.32 -0.71  -0.32
S -1.05 -2.63 -0.67  0.81
O -2.36 -3.76 -0.72  -0.42
O -0.21 -2.75 0.45  -0.25
N -0.36 -2.88 -2.08  -0.05
C 0.83 -2.53 -2.34  -0.58
N 1.50 -3.37 -3.00  0.15
C 3.05 -2.97 -3.15  0.07
C 3.61 -1.80 -2.54  0.06
C 2.55 -1.05 -1.77  -0.32
C 2.97 0.18 -1.13  0.01
N 1.35 -1.36 -1.81  0.16
C -1.38 -0.07 -1.04  -0.09
C -1.84 1.10 -0.72  -0.06
C -0.20 3.08 1.31  0.09
C 0.72 2.11 1.48  -0.04
N 2.11 2.68 0.97  -0.27
O 3.32 2.43 1.57  -0.03
O 2.07 3.60 0.32  0.11
H 1.33 -1.16 3.60  0.08
H 0.92 -1.63 1.86  0.09
H 2.74 -1.53 2.43  0.10
H -0.57 -0.32 2.98  -0.03
H -2.53 1.04 2.59  0.12
H -4.41 3.11 0.16  0.26
H -4.90 0.26 0.18  0.08
H -3.75 -1.92 -0.15  0.11
H -0.55 -3.81 -2.66  0.23
H 3.56 -3.51 -3.89  0.07
H 4.52 -1.70 -2.39  0.00
H 2.90 -0.10 -0.04  0.11
H 4.06 0.52 -1.23  0.14
H 2.30 0.76 -1.25  -0.03
H -0.32 -0.06 -1.40  0.11
H -1.42 2.20 -1.29  0.21
H -0.08 4.07 0.75  0.18

SMILES: COc1ccc(C(=O)Nc2ccc(S(=O)(=O)Nc3nccc(C)n3)cc2)cc1[N+](=O)[O-]
Maximum force (eV/Å): 17.98
HOMO-LUMO gap (hartree): 0.29534
Calculated total energy (eV): -50529.950
HOMO energy (eV): -9.04



# 4
Entry from OMol25: an isolated molecule of C19H17N5OS2 (ωB97M-V/def2-TZVPD).

Last column: Löwdin charge in e.
Geometry (Å):
C -1.15 -1.45 1.40  -0.05
C -2.33 -1.37 0.48  -0.22
C -2.72 -2.48 -0.25  -0.04
C -3.83 -2.44 -1.07  -0.07
C -4.57 -1.28 -1.17  -0.05
C -4.20 -0.14 -0.46  -0.21
C -4.99 1.13 -0.56  -0.03
C -3.07 -0.20 0.35  -0.20
N -2.68 0.97 1.06  0.06
C -1.58 1.69 0.80  -0.60
N -1.31 2.81 1.40  0.00
N -0.20 3.38 0.99  -0.06
C 0.43 2.73 0.08  -0.93
S 1.91 3.28 -0.67  0.90
C 3.12 2.22 0.22  -0.36
C 2.83 0.77 0.02  -0.43
N 2.69 0.02 1.05  0.17
C 2.41 -1.31 0.85  -0.23
C 2.28 -2.14 1.97  -0.02
C 1.96 -3.47 1.80  -0.08
C 1.77 -4.00 0.52  -0.08
C 1.90 -3.19 -0.59  -0.01
C 2.23 -1.85 -0.44  -0.08
C 2.38 -0.98 -1.60  -0.41
O 2.25 -1.30 -2.76  0.09
N 2.71 0.33 -1.26  0.17
S -0.39 1.22 -0.40  1.07
H -1.24 -0.76 2.23  0.09
H -1.04 -2.46 1.79  0.08
H -0.23 -1.22 0.86  0.04
H -2.14 -3.40 -0.16  0.11
H -4.12 -3.31 -1.63  0.10
H -5.45 -1.24 -1.80  0.11
H -5.75 1.04 -1.34  0.08
H -5.50 1.34 0.38  0.09
H -4.35 1.97 -0.80  0.08
H -3.39 1.45 1.60  0.16
H 4.08 2.49 -0.20  0.09
H 3.09 2.46 1.28  0.09
H 2.42 -1.72 2.95  0.12
H 1.86 -4.11 2.66  0.11
H 1.52 -5.04 0.40  0.10
H 1.76 -3.58 -1.59  0.12
H 2.79 0.99 -2.03  0.15

SMILES: Cc1cccc(C)c1Nc1nnc(SCc2nc3ccccc3c(=O)[nH]2)s1
Maximum force (eV/Å): 1.71
HOMO-LUMO gap (hartree): 0.32702
Energy relative to the best compared isomer or geometry (same formula, charge and spin) (kJ/mol): 28.9
Calculated total energy (eV): -51148.555
HOMO energy (eV): -8.58



# 5
Entry from OMol25: the ion C19H17N6O6S2 with charge -1 (ωB97M-V/def2-TZVPD).

Last column: Löwdin charge in e.
Geometry (Å):
C 0.67 -2.78 -2.63  -0.02
N 1.09 -3.51 -1.48  -0.18
N 1.57 -4.76 -1.51  0.01
N 1.85 -5.10 -0.32  -0.07
N 1.58 -4.13 0.54  0.01
C 1.10 -3.13 -0.17  -0.64
S 0.55 -1.59 0.34  1.03
C 1.12 -1.63 2.12  -0.35
C 0.32 -0.69 2.93  -0.33
C 0.55 0.65 2.94  -0.17
C 1.52 1.39 2.08  -0.46
O 2.52 0.95 1.57  0.09
O 1.04 2.59 1.86  0.10
C -0.15 2.90 2.77  -0.58
O -0.06 3.95 3.39  0.00
C -1.54 2.49 2.06  -0.15
N -1.42 1.82 0.80  0.11
C -1.86 2.26 -0.38  -0.44
O -2.39 3.33 -0.59  0.09
C -1.63 1.24 -1.50  -0.14
O -1.86 -0.08 -0.94  -0.04
C -2.48 -0.98 -1.66  -0.39
O -2.86 -0.90 -2.79  0.07
C -0.23 1.27 -2.09  -0.15
C -0.02 0.69 -3.33  -0.05
C 1.25 0.63 -3.87  -0.10
C 2.33 1.14 -3.17  -0.09
C 2.12 1.74 -1.94  -0.05
C 0.85 1.80 -1.40  -0.01
C -1.70 1.50 3.22  -0.48
S -2.36 -0.16 2.85  0.91
C -0.95 -1.13 3.57  -0.38
N -0.28 1.54 3.54  0.06
H 1.04 -3.31 -3.51  0.09
H 1.08 -1.77 -2.59  0.07
H -0.42 -2.72 -2.67  0.09
H 1.01 -2.67 2.43  0.07
H 2.17 -1.33 2.09  0.08
H -2.25 3.31 1.98  0.15
H -1.03 0.88 0.83  0.09
H -2.36 1.41 -2.30  0.16
H -2.60 -1.89 -1.03  0.15
H -0.86 0.28 -3.88  0.11
H 1.40 0.17 -4.84  0.10
H 3.33 1.08 -3.58  0.10
H 2.95 2.14 -1.37  0.11
H 0.71 2.28 -0.44  0.10
H -2.27 1.92 4.05  0.11
H -1.19 -2.17 3.39  0.08
H -0.97 -0.91 4.64  0.08

SMILES: Cn1nnnc1SCC1=C2C(=O)O[C@@]3([O-])[C@@H](NC(=O)[C@H](OC=O)c4ccccc4)[C@@H](SC1)N23
Maximum force (eV/Å): 1.70
Charge: -1
HOMO-LUMO gap (hartree): 0.28230
Energy relative to the best compared isomer or geometry (same formula, charge and spin) (kJ/mol): 0.0
Calculated total energy (eV): -62875.903
HOMO energy (eV): -5.21



What did the third record say?
Entry from OMol25: an isolated molecule of C19H17N5O6S (ωB97M-V/def2-TZVPD).

Last column: Löwdin charge in e.
Geometry (Å):
C 1.71 -1.20 2.59  0.11
O 1.99 0.32 2.02  -0.04
C 0.86 0.89 2.08  -0.37
C -0.37 0.40 2.55  0.14
C -1.64 1.35 2.09  0.11
C -1.51 2.56 1.48  -0.28
C -2.67 3.21 1.25  -0.38
O -2.93 4.45 1.67  0.00
N -3.41 2.56 0.32  0.10
C -3.23 1.45 -0.28  -0.23
C -3.90 0.14 -0.01  0.05
C -3.32 -1.01 -0.45  -0.09
C -2.06 -1.32 -0.71  -0.32
S -1.05 -2.63 -0.67  0.81
O -2.36 -3.76 -0.72  -0.42
O -0.21 -2.75 0.45  -0.25
N -0.36 -2.88 -2.08  -0.05
C 0.83 -2.53 -2.34  -0.58
N 1.50 -3.37 -3.00  0.15
C 3.05 -2.97 -3.15  0.07
C 3.61 -1.80 -2.54  0.06
C 2.55 -1.05 -1.77  -0.32
C 2.97 0.18 -1.13  0.01
N 1.35 -1.36 -1.81  0.16
C -1.38 -0.07 -1.04  -0.09
C -1.84 1.10 -0.72  -0.06
C -0.20 3.08 1.31  0.09
C 0.72 2.11 1.48  -0.04
N 2.11 2.68 0.97  -0.27
O 3.32 2.43 1.57  -0.03
O 2.07 3.60 0.32  0.11
H 1.33 -1.16 3.60  0.08
H 0.92 -1.63 1.86  0.09
H 2.74 -1.53 2.43  0.10
H -0.57 -0.32 2.98  -0.03
H -2.53 1.04 2.59  0.12
H -4.41 3.11 0.16  0.26
H -4.90 0.26 0.18  0.08
H -3.75 -1.92 -0.15  0.11
H -0.55 -3.81 -2.66  0.23
H 3.56 -3.51 -3.89  0.07
H 4.52 -1.70 -2.39  0.00
H 2.90 -0.10 -0.04  0.11
H 4.06 0.52 -1.23  0.14
H 2.30 0.76 -1.25  -0.03
H -0.32 -0.06 -1.40  0.11
H -1.42 2.20 -1.29  0.21
H -0.08 4.07 0.75  0.18

SMILES: COc1ccc(C(=O)Nc2ccc(S(=O)(=O)Nc3nccc(C)n3)cc2)cc1[N+](=O)[O-]
Maximum force (eV/Å): 17.98
HOMO-LUMO gap (hartree): 0.29534
Calculated total energy (eV): -50529.950
HOMO energy (eV): -9.04



- Which of these has the lowest maximum force?
  C19H17N6O6S2